# 1
This record from the Open Molecules 2025 dataset describes the molecule C5H11FO2 in a non-equilibrium geometry. The level of theory is ωB97M-V/def2-TZVPD.

Structure (XYZ):
```
19
Properties=species:S:1:pos:R:3:forces:R:3
F 2.327975 -0.573582 0.769141 0.39 0.11 -0.58
O 0.634282 1.599481 1.073371 0.07 0.29 1.08
O -0.564680 -0.913396 1.527490 0.14 -0.10 0.27
C 0.534012 1.364437 -0.291180 1.38 0.10 -1.70
C 1.701896 -0.907261 -0.450181 -1.19 -0.04 0.60
C 0.414511 -0.098186 -0.602108 -1.37 -1.58 -1.11
C -2.123928 -0.033920 -0.061228 0.40 -0.39 -0.27
C -0.807043 -0.797426 0.122618 0.50 1.05 0.71
H -2.351825 0.168712 -1.112076 -0.03 -0.03 0.08
H -0.423019 -0.032198 1.921816 -0.11 -0.37 -0.56
H 0.148095 -0.161630 -1.688912 0.28 0.01 0.55
H 1.419660 1.089849 1.347557 -0.39 0.33 0.09
H 1.413162 -1.945589 -0.351925 0.16 -0.39 -0.04
H -0.901072 -1.839357 -0.194197 0.08 0.15 -0.30
H -2.933988 -0.603111 0.392538 -0.01 -0.01 -0.09
H -2.039555 0.902531 0.477147 -0.09 0.30 0.02
H 1.492131 1.707339 -0.783378 -0.91 0.03 0.14
H 2.363493 -0.808170 -1.308757 0.40 0.37 0.33
H -0.304109 1.881483 -0.787733 0.29 0.18 0.77
```
Positions in Å, forces in eV/Å.

Summary:
**Kohn-Sham gap**: 10.717 eV
**HOMO energy**: -9.865 eV
**Energy relative to the best compared isomer or geometry (same formula, charge and spin)**: 0.000 eV

***

# 2
This record from the Open Molecules 2025 dataset describes a cluster of 5 separate species, C16H43O7PS4 in total in a non-equilibrium geometry. The level of theory is ωB97M-V/def2-TZVPD.

Structure (XYZ):
```
71
Properties=species:S:1:pos:R:3:forces:R:3
S -5.326579 3.392248 -1.054120 0.00 -0.01 0.01
S -0.827386 -5.729782 0.648918 0.02 0.06 0.03
S 2.483020 -2.372986 4.160258 0.05 0.16 -0.02
S 2.635668 -1.713189 -3.217484 0.00 -0.06 0.02
P 0.721375 -0.314344 0.976370 0.25 -1.26 -0.64
O 1.903499 -3.081139 2.989674 0.02 -0.14 0.14
O 2.196913 -0.627603 -2.298724 0.11 0.07 -0.06
O 2.827235 3.377778 1.272012 -0.23 -0.29 -0.20
O -1.103604 -5.556378 -0.804425 -0.03 0.01 0.00
O 2.235362 1.483070 2.509457 0.26 0.28 -0.32
O 3.592013 4.007628 -2.224764 -0.34 0.15 0.03
O -4.376703 2.373855 -1.571547 -0.16 0.09 -0.07
C 1.837073 2.737798 2.040645 0.01 -0.17 0.48
C 1.144269 -2.430683 -3.915275 -0.06 -0.02 -0.03
C 0.073530 0.480097 -0.566998 -0.87 0.67 1.02
C 1.464489 -2.774004 5.586692 -0.04 -0.07 0.06
C 2.324578 0.483587 1.487596 -0.63 0.43 0.70
C -5.044231 4.896939 -1.997088 -0.02 0.07 -0.05
C -0.646886 -4.091478 1.353133 -0.06 0.07 -0.05
C -6.933637 3.021897 -1.770204 -0.07 0.02 -0.05
C -2.402024 -6.105159 1.435889 -0.08 -0.01 0.02
C -2.377813 0.526334 -0.181283 0.87 0.57 0.11
C 2.504737 3.783709 -0.046309 0.44 0.09 -0.23
C 3.924173 -3.308015 4.691902 0.02 -0.09 0.05
C 3.549331 3.249462 -1.025488 -0.62 -0.05 0.19
C -1.129505 1.430006 -0.352509 -0.08 -0.82 -0.62
C 3.196272 -0.913578 -4.726520 -0.01 0.02 -0.09
C -1.233539 2.382091 -1.558136 -0.10 -0.04 0.62
H -2.723707 -7.086434 1.093683 0.03 -0.01 -0.03
H -0.562694 -4.165130 2.436196 0.09 -0.01 0.00
H -3.102343 0.991323 0.469529 -0.47 0.04 -0.06
H 0.615389 -2.945307 -3.115087 0.04 0.00 0.04
H 0.262972 -3.647955 0.956484 0.04 0.00 0.06
H 0.886553 2.639115 1.514513 -0.06 0.11 -0.47
H -7.277553 2.081576 -1.345773 0.04 -0.01 0.03
H 4.677766 -3.227791 3.911952 -0.02 0.03 -0.04
H -2.051001 -0.404910 0.260337 -0.12 -0.37 0.28
H 4.309111 -2.882541 5.618533 0.00 0.03 -0.01
H 2.540689 4.867098 -0.125501 -0.02 0.32 0.19
H 2.691276 4.001288 -2.585062 0.41 0.02 -0.02
H -5.802750 5.635115 -1.736960 0.00 0.00 0.02
H -1.456574 3.388966 -1.225725 -0.01 0.34 -0.07
H -3.139295 -5.354833 1.150403 0.03 0.02 -0.03
H 1.509024 3.472605 -0.346330 -0.37 -0.23 0.08
H -0.203360 0.115351 1.955189 0.24 0.50 0.00
H -1.024564 1.983030 0.571313 0.29 0.33 0.19
H 3.649856 -4.353295 4.834067 -0.03 0.00 -0.02
H 1.417817 -3.145821 -4.690651 0.01 -0.02 0.01
H 0.516743 -1.639435 -4.325856 0.03 0.04 0.03
H -2.787294 0.320393 -1.157880 -0.39 -0.11 -0.17
H 4.104144 -0.361653 -4.493990 0.01 -0.01 0.05
H 2.428763 -0.226184 -5.081757 -0.03 -0.01 0.04
H -4.059664 5.275555 -1.731814 0.02 -0.03 0.03
H 2.907953 -0.307471 1.931243 0.16 -0.28 0.17
H -0.313186 -0.338447 -1.154941 0.15 -0.36 -0.40
H 3.410055 -1.672798 -5.478674 0.01 -0.01 0.00
H 0.846569 0.937825 -1.154671 0.61 0.13 -0.01
H -0.296278 2.370288 -2.097327 0.26 0.26 -0.22
H -2.022114 2.098560 -2.235783 -0.26 -0.16 -0.23
H -6.837113 2.925366 -2.851363 0.05 0.00 0.00
H -1.504971 -3.477796 1.075146 -0.02 -0.06 -0.06
H 1.673957 3.332744 2.932620 0.01 0.09 0.23
H -2.269163 -6.119526 2.517545 0.02 -0.01 0.00
H -5.077684 4.671048 -3.062689 0.00 -0.05 0.01
H -7.634933 3.816749 -1.516576 0.00 0.00 0.02
H 1.357316 -3.856003 5.666525 0.02 -0.01 -0.04
H 3.324076 2.218916 -1.269594 0.10 -0.49 0.05
H 2.889612 0.845069 0.640005 0.04 0.10 -0.49
H 0.489372 -2.315694 5.437229 0.01 0.03 -0.04
H 4.499774 3.300005 -0.516431 0.44 0.10 -0.16
H 1.925828 -2.367123 6.486246 0.00 0.02 -0.01
```
Positions in Å, forces in eV/Å.

Summary:
**Kohn-Sham gap**: 8.124 eV
**HOMO energy**: -7.477 eV

***

> Among the records above, which one has the highest HOMO energy?

C16H43O7PS4

***

> What is the formula in the second record?

C16H43O7PS4

***

> Among the records above, which one has the highest Kohn-Sham gap?

C5H11FO2

***

> What is the HOMO energy in the second record?

-7.477 eV